Density functional theory data (wB97M-V/def2-TZVPD) for a cluster of 8 separate species, C51H55F2N7O3 in total in a non-equilibrium geometry.

```
118
Properties=species:S:1:pos:R:3:forces:R:3
C -4.184619 -1.458524 0.683724 -1.209 0.288 -0.199
H -4.712880 0.669409 0.075470 0.017 -1.028 0.341
C 0.618369 -4.048528 1.552227 -0.327 -0.048 0.179
C -5.075776 -0.332374 0.392439 -1.573 -1.820 0.600
C -3.810981 -4.005914 1.409929 0.274 0.201 0.614
H -2.036077 -5.259178 0.935093 -1.065 0.054 -0.334
C -6.521292 -0.507870 0.498366 1.538 -2.026 0.768
H -9.294134 1.815589 -4.045280 0.067 0.017 0.010
F -0.287793 -1.857938 2.361967 -0.276 -0.661 -0.813
C 7.278707 5.331800 -0.133683 -0.104 0.046 0.116
H 2.391099 -4.707971 2.720261 -0.758 0.768 0.103
C 5.980356 4.916536 -0.282452 -0.050 0.007 -0.019
H 7.645411 5.991560 0.637220 -0.022 -0.029 -0.041
C -6.140742 -2.920998 1.218504 0.722 1.428 -0.475
C -6.668352 0.346310 -2.815212 0.047 -0.127 -0.051
H 6.418559 5.893326 3.831593 0.039 0.034 0.048
H -8.579762 -0.448247 -3.245086 0.063 0.075 0.003
H 0.118444 -5.053924 1.418813 0.548 0.945 0.018
C -8.305043 1.605574 -3.671379 -0.053 -0.006 -0.039
C -7.031932 -1.819981 0.926860 1.709 0.906 -0.361
H 0.095552 1.947027 -2.443536 0.296 -1.101 0.214
C -7.297296 -6.541391 2.405816 0.021 0.071 0.018
N 2.537901 -2.691128 -3.581388 -0.031 -0.051 0.104
C -2.815064 -4.686374 0.381386 0.215 2.085 -0.433
H 0.622405 3.546104 -1.188164 -0.070 0.464 1.103
C 7.126499 7.267871 5.444167 0.052 -0.083 -0.113
H 0.853423 3.366624 -5.243352 0.070 0.004 -0.033
H -9.011956 -7.820780 2.847232 0.055 0.014 -0.022
H -7.236851 0.324701 0.300955 0.825 -0.817 0.104
H 9.092170 4.846586 -1.354084 -0.058 -0.013 0.008
H 1.620273 1.103449 -4.493252 -0.092 0.001 -0.072
O 0.052867 -0.343251 -4.089542 -0.448 0.044 1.942
H 3.577262 -5.395914 -2.089611 -0.012 0.048 -0.030
F 0.493587 4.288297 0.808051 -0.220 -1.309 -1.352
N -7.967526 0.348860 -3.244277 0.043 0.095 0.037
O -3.904993 -4.480505 2.527432 -0.093 0.077 -0.936
C 4.625119 3.202351 4.099166 0.106 0.147 -0.070
H -8.133905 -1.918244 1.020194 0.979 -0.191 0.003
C 7.171197 3.973914 -1.920945 -0.040 -0.008 -0.059
H -1.398929 -3.551982 2.196139 0.548 0.917 -0.644
H 5.631447 3.277471 4.480685 -0.052 0.009 -0.021
C 2.942436 3.992387 -4.755700 -0.157 0.107 0.006
H 0.447960 1.620480 1.246135 0.680 0.183 -0.834
C -2.469802 -3.360328 -1.842737 1.266 0.763 1.159
C 0.588534 0.723292 -0.709320 0.013 0.498 -0.408
H 6.744266 8.545670 7.242646 -0.025 -0.042 -0.034
C -0.174726 -0.306056 -2.878130 -0.013 0.209 0.254
N 2.763084 3.624600 2.965125 0.136 -0.058 0.063
H 2.029795 2.000310 0.475882 -0.817 -0.091 -0.408
H 1.223182 -3.884578 0.622528 -0.354 0.098 1.027
H -7.154845 3.459516 -3.771758 -0.014 -0.059 0.012
H -3.095405 -1.262367 0.591436 -0.945 -0.308 0.104
N 2.221872 1.911817 -4.494327 0.113 0.066 0.059
C 2.525828 2.506068 3.716369 -0.168 -0.007 -0.068
H 0.851286 -4.657342 3.637656 0.580 0.700 -0.464
C 1.854439 3.168373 -4.894429 -0.045 -0.051 0.013
C 5.068678 7.491149 6.318479 -0.066 0.018 -0.038
C 4.005871 3.203297 -4.248219 0.112 -0.102 0.142
N 5.005207 6.661916 5.231898 0.072 0.095 0.076
H 5.089951 3.647724 -1.722631 0.070 0.044 0.000
H 3.782358 1.395759 5.116116 -0.009 0.043 -0.044
C 3.529479 1.924792 -4.094339 -0.049 -0.068 0.020
H 1.567784 2.012521 3.676741 0.060 -0.008 0.052
H 2.971215 5.044599 -4.991627 0.004 -0.060 0.007
N -6.191484 -6.741847 1.624255 -0.124 -0.056 -0.099
H 2.099182 4.059769 2.346172 0.006 -0.022 0.017
H -5.477785 -8.330771 0.393050 -0.049 -0.021 0.046
H 7.336808 3.360596 -2.792316 0.028 0.036 0.048
C -6.257728 -7.983379 1.051589 0.057 0.004 -0.024
H -0.867133 3.104343 -0.282118 1.015 0.356 0.462
C 3.356640 -3.214744 -4.545658 0.017 0.107 -0.061
H -7.434805 -5.616410 2.942937 0.007 -0.087 0.039
H 4.433832 4.924426 2.687507 0.014 -0.068 0.004
H 3.490386 -2.711427 -5.489723 0.013 -0.045 0.044
H 1.689597 -3.072769 3.248520 -0.016 -0.902 -0.311
C -0.851916 -1.474197 -2.093158 -0.530 -1.118 0.906
H -5.165644 1.930299 -2.732521 -0.044 -0.021 -0.020
C -8.073637 -7.669517 2.337156 -0.046 0.132 0.059
H 4.575580 -5.026708 -4.586666 -0.040 0.041 0.021
C -1.872235 -2.323261 -2.686506 0.644 -0.363 1.937
N 5.922143 4.094564 -1.374841 0.029 0.000 0.096
H 5.007156 3.535254 -4.020780 -0.031 -0.001 -0.106
H 4.182569 7.728678 6.884833 0.064 0.005 -0.015
H 2.008371 -1.837666 -3.656529 0.045 -0.178 -0.133
H -3.425605 -5.294775 -0.330892 0.629 0.264 0.645
C 0.240101 3.269207 -0.173702 0.503 -1.341 -0.164
C -0.595118 -3.012269 1.620095 0.668 -1.256 -0.329
C -7.206747 2.411766 -3.520668 -0.137 0.060 -0.039
C 1.461915 -4.099054 2.877797 -0.532 -0.468 -0.327
C -0.429358 -1.702938 -0.692478 -0.546 -0.029 -0.622
H 4.169548 6.225178 4.881029 0.124 -0.090 0.059
H 4.007719 1.026288 -3.736667 0.017 0.048 -0.042
H -6.583785 -3.891355 1.548949 0.551 0.946 -0.361
C -7.413666 -8.584920 1.478078 0.093 -0.063 -0.110
O 1.586621 -1.083929 0.560363 -0.392 0.123 -0.221
C 0.199028 0.929972 -1.996951 -0.327 -1.105 0.342
C 0.938464 1.891821 0.264071 -1.392 0.200 0.547
C 6.372681 7.886252 6.474005 -0.101 0.050 0.107
C 4.046153 4.052719 3.191461 -0.067 0.108 -0.028
C 6.256198 6.516365 4.696669 -0.069 -0.019 -0.074
H -7.748901 -9.572540 1.202949 0.025 0.052 0.014
C -4.677111 -2.765964 1.081358 -1.890 1.348 -0.722
C 3.367050 -4.574659 -2.756836 -0.094 -0.006 0.140
H -2.185449 -2.183137 -3.749688 0.346 -0.139 1.141
C 8.034668 4.733688 -1.174050 0.044 -0.090 -0.114
C 3.888695 -4.381827 -4.061542 0.012 0.059 -0.140
C 0.690714 -0.745646 -0.164842 -0.800 0.404 -0.877
H 8.187145 7.361842 5.271387 -0.057 -0.015 0.005
H 5.094694 5.135046 0.292167 0.059 0.004 -0.037
C 2.535079 -3.518452 -2.489832 -0.037 0.053 0.053
C -6.167246 1.612387 -2.977562 0.049 -0.114 0.082
C -1.013705 -2.727890 0.147143 -1.175 0.033 -1.299
C 3.659802 2.219669 4.430934 -0.121 -0.092 0.017
C -2.075850 -3.566454 -0.440392 0.571 0.983 -1.720
H 1.942933 -3.282907 -1.619131 0.053 -0.016 -0.025
H -3.258868 -4.060955 -2.217580 0.827 0.951 0.104
H -6.214115 -0.553995 -2.433998 0.000 0.065 -0.016
H -5.446780 -6.079690 1.492869 -0.016 -0.105 0.189
```
Positions in Å, forces in eV/Å.

Output
* SMILES: CC[C@@H](F)c1c(CC(=O)c2ccccc2)ccc2c1C(=O)C(CCF)=CC2=O.c1cc[nH]c1.c1cc[nH]c1.c1cc[nH]c1.c1cc[nH]c1.c1cc[nH]c1.c1cc[nH]c1.c1cc[nH]c1
* spin multiplicity: 1
* LUMO: -1.7 eV
* HOMO level: -8.038 eV
* electronic energy: -75782.64063 eV

Atom charges from the Mulliken analysis, given in e for atoms 1 to 99: number 1, C, carries 0.4104; number 2, H, carries 0.4037; number 3, C, carries 0.1225; number 4, C, carries -0.8234; number 5, C, carries 0.4174; number 6, H, carries 0.2054; number 7, C, carries -0.4205; number 8, H, carries 0.3931; number 9, F, carries -0.3769; number 10, C, carries -0.2917; number 11, H, carries 0.3626; number 12, C, carries -0.5191; number 13, H, carries 0.4296; number 14, C, carries -0.1484; number 15, C, carries -0.7805; number 16, H, carries 0.3632; number 17, H, carries 0.2128; number 18, H, carries 0.3050; number 19, C, carries -0.4886; number 20, C, carries -0.7520; number 21, H, carries 0.1085; number 22, C, carries -0.2733; number 23, N, carries 0.1798; number 24, C, carries -0.9169; number 25, H, carries 0.2162; number 26, C, carries -0.6600; number 27, H, carries 0.4397; number 28, H, carries 0.4009; number 29, H, carries 0.3917; number 30, H, carries 0.3890; number 31, H, carries 0.2476; number 32, O, carries -0.7000; number 33, H, carries 0.4330; number 34, F, carries -0.3434; number 35, N, carries 0.0052; number 36, O, carries -0.5231; number 37, C, carries -0.2154; number 38, H, carries 0.3661; number 39, C, carries -0.2715; number 40, H, carries 0.3596; number 41, H, carries 0.4246; number 42, C, carries -0.8121; number 43, H, carries 0.2239; number 44, C, carries -0.9236; number 45, C, carries 0.7844; number 46, H, carries 0.3856; number 47, C, carries -0.2800; number 48, N, carries 0.1130; number 49, H, carries 0.3946; number 50, H, carries -0.1186; number 51, H, carries 0.3840; number 52, H, carries 0.4578; number 53, N, carries 0.1174; number 54, C, carries -0.3461; number 55, H, carries 0.3310; number 56, C, carries -0.4394; number 57, C, carries -0.5961; number 58, C, carries -0.5102; number 59, N, carries 0.1383; number 60, H, carries 0.1905; number 61, H, carries 0.4195; number 62, C, carries -0.5298; number 63, H, carries 0.4824; number 64, H, carries 0.4329; number 65, N, carries 0.0614; number 66, H, carries 0.1661; number 67, H, carries 0.3462; number 68, H, carries 0.3794; number 69, C, carries -0.3997; number 70, H, carries 0.2745; number 71, C, carries -0.4476; number 72, H, carries 0.3956; number 73, H, carries 0.6497; number 74, H, carries 0.4108; number 75, H, carries 0.2806; number 76, C, carries 1.0443; number 77, H, carries 0.4825; number 78, C, carries -0.6746; number 79, H, carries 0.3895; number 80, C, carries -1.3096; number 81, N, carries 0.0886; number 82, H, carries 0.6635; number 83, H, carries 0.3713; number 84, H, carries 0.2244; number 85, H, carries 0.4655; number 86, C, carries -0.2708; number 87, C, carries -0.2316; number 88, C, carries -0.6222; number 89, C, carries -1.2549; number 90, C, carries 1.3676; number 91, H, carries 0.2012; number 92, H, carries 0.4169; number 93, H, carries -0.0058; number 94, C, carries -0.5725; number 95, O, carries -0.5487; number 96, C, carries -0.7428; number 97, C, carries -0.4149; number 98, C, carries -0.3968; number 99, C, carries -0.8398